{"formula": "C4H10IN2O2", "method": "wB97M-V/def2-TZVPD", "relative_energy_kj_mol": 0.0, "energy_ev": -19490.8556, "charge": -1, "homo_energy_ev": -4.609, "species": ["I", "O", "C", "N", "C", "H", "H", "H", "H", "H", "O", "C", "N", "C", "H", "H", "H", "H", "H"], "xyz": [[21.91, -9.86, 17.77], [24.25, -13.10, 22.03], [23.58, -12.28, 21.40], [23.51, -12.26, 20.06], [22.77, -11.20, 22.08], [24.01, -12.96, 19.53], [23.06, -11.51, 19.54], [23.03, -10.22, 21.68], [22.97, -11.22, 23.15], [21.70, -11.36, 21.95], [20.99, -6.61, 22.45], [21.50, -7.22, 21.51], [20.90, -8.25, 20.89], [22.87, -6.87, 21.02], [19.94, -8.44, 21.16], [21.25, -8.64, 20.02], [22.90, -5.85, 20.65], [23.21, -7.52, 20.21], [23.59, -6.96, 21.83]]}


{"formula": "C6H7N2O4", "method": "wB97M-V/def2-TZVPD", "relative_energy_kj_mol": 510.2, "energy_ev": -17502.3734, "charge": -1, "homo_energy_ev": -2.760, "species": ["C", "C", "C", "C", "C", "C", "N", "N", "O", "O", "O", "O", "H", "H", "H", "H", "H", "H", "H"], "xyz": [[1.56, -1.18, -1.02], [1.57, 0.23, -1.20], [0.39, -1.89, -1.09], [-1.22, 0.49, 0.70], [-0.84, -0.05, -1.29], [-0.14, 0.32, 2.78], [-0.78, -1.42, -1.35], [0.41, 0.80, -1.45], [0.08, 1.97, -1.87], [-2.27, 0.76, 1.29], [-1.94, 0.53, -1.77], [-0.05, 0.29, 1.30], [2.54, -1.54, -0.66], [2.38, 0.84, -1.18], [0.35, -2.89, -0.98], [0.52, 1.19, 3.29], [0.31, -0.60, 3.00], [-1.12, 0.62, 3.18], [-1.74, 1.53, -1.69]]}


{"formula": "C31H30FeIN9S", "method": "wB97M-V/def2-TZVPD", "relative_energy_kj_mol": 64.1, "energy_ev": -99368.3177, "homo_energy_ev": -6.546, "species": ["Fe", "C", "C", "C", "C", "C", "C", "N", "C", "C", "C", "C", "C", "C", "N", "N", "C", "C", "C", "C", "C", "N", "H", "H", "H", "H", "H", "H", "H", "H", "H", "H", "H", "H", "H", "S", "C", "C", "C", "C", "C", "N", "H", "H", "H", "H", "I", "C", "C", "N", "N", "C", "H", "H", "H", "N", "C", "N", "C", "C", "C", "C", "C", "H", "H", "H", "H", "H", "H", "H", "H", "H", "H"], "xyz": [[-0.56, -0.89, 0.78], [3.96, -4.03, 1.81], [3.44, -3.66, 0.57], [2.58, -2.58, 0.46], [2.22, -1.85, 1.58], [2.72, -2.24, 2.83], [3.58, -3.31, 2.94], [1.29, -0.79, 1.47], [1.49, 0.36, 2.10], [2.73, 0.85, 2.65], [2.80, 2.09, 3.21], [1.66, 2.94, 3.32], [0.46, 2.52, 2.83], [0.37, 1.25, 2.22], [-0.78, 0.71, 1.71], [-1.91, 1.32, 1.78], [-2.90, 0.52, 1.21], [-4.22, 0.96, 1.23], [-5.20, 0.15, 0.69], [-4.85, -1.07, 0.14], [-3.51, -1.44, 0.15], [-2.56, -0.66, 0.66], [4.63, -4.88, 1.89], [3.72, -4.22, -0.32], [2.19, -2.29, -0.50], [2.39, -1.71, 3.72], [3.95, -3.61, 3.91], [3.61, 0.22, 2.59], [3.75, 2.44, 3.59], [1.76, 3.91, 3.79], [-0.43, 3.13, 2.89], [-4.45, 1.92, 1.69], [-6.24, 0.47, 0.71], [-5.59, -1.74, -0.28], [-3.18, -2.38, -0.26], [-1.09, -2.54, 2.45], [-0.92, -3.48, 1.00], [-1.17, -4.85, 0.82], [-1.02, -5.39, -0.44], [-0.63, -4.58, -1.51], [-0.39, -3.25, -1.26], [-0.52, -2.72, -0.04], [-1.48, -5.45, 1.66], [-1.20, -6.45, -0.60], [-0.50, -4.98, -2.51], [-0.08, -2.56, -2.04], [5.82, 0.72, -4.07], [4.40, 0.58, -2.59], [4.45, 1.13, -1.33], [3.30, 0.78, -0.72], [2.52, 0.02, -1.49], [3.17, -0.11, -2.63], [5.20, 1.74, -0.84], [3.02, 0.96, 0.23], [2.75, -0.68, -3.44], [-0.48, 0.21, -0.84], [-0.87, 1.14, -1.40], [-1.31, 2.20, -2.04], [-2.51, 2.13, -2.86], [-3.42, 3.31, -2.53], [-2.66, 4.63, -2.63], [-1.42, 4.61, -1.73], [-0.52, 3.44, -2.08], [-3.01, 1.18, -2.67], [-2.22, 2.16, -3.92], [-3.80, 3.18, -1.51], [-4.28, 3.31, -3.21], [-3.31, 5.46, -2.36], [-2.35, 4.80, -3.67], [-1.73, 4.52, -0.68], [-0.86, 5.54, -1.83], [0.30, 3.34, -1.37], [-0.10, 3.56, -3.08]]}


{"formula": "C8H12N3", "method": "wB97M-V/def2-TZVPD", "relative_energy_kj_mol": 449.4, "energy_ev": -12950.1529, "charge": 1, "homo_energy_ev": -13.563, "species": ["C", "C", "C", "C", "C", "C", "C", "C", "N", "N", "N", "H", "H", "H", "H", "H", "H", "H", "H", "H", "H", "H", "H"], "xyz": [[-2.36, 1.95, -0.10], [-1.22, 1.55, 0.60], [-2.93, 0.73, -0.49], [1.85, -0.64, 0.05], [2.36, 0.39, -0.85], [1.53, -0.55, 1.31], [3.57, 0.77, -0.55], [-2.26, -1.69, -0.26], [-1.01, 0.24, 0.57], [-2.06, -0.27, -0.11], [-1.31, -2.37, 0.04], [-2.46, 3.05, -0.24], [-0.34, 2.14, 0.81], [-3.66, 0.54, -1.29], [1.66, -1.56, -0.60], [1.83, 0.69, -1.68], [1.20, -1.37, 1.95], [1.67, 0.33, 1.89], [4.25, 0.26, 0.24], [4.08, 1.45, -1.27], [-3.13, -1.91, -0.69], [0.05, -0.42, 0.78], [-1.30, -3.32, -0.11]]}


{"formula": "H20O10", "method": "wB97M-V/def2-TZVPD", "relative_energy_kj_mol": 393.5, "energy_ev": -20798.5346, "smiles": "O.O.O.O.O.O.O.O.O.O", "homo_energy_ev": -10.648, "species": ["O", "H", "H", "O", "H", "H", "O", "H", "H", "O", "H", "H", "O", "H", "H", "O", "H", "H", "O", "H", "H", "O", "H", "H", "O", "H", "H", "O", "H", "H"], "xyz": [[0.00, -0.20, 0.55], [0.89, -0.41, 0.22], [-0.52, -0.09, -0.25], [-2.43, -0.40, -0.63], [-2.29, -0.75, 0.25], [-2.54, 0.54, -0.50], [-0.15, -1.71, 2.72], [-1.01, -2.08, 2.93], [-0.22, -1.44, 1.80], [4.42, -1.91, -0.94], [5.06, -2.62, -0.81], [3.91, -1.89, -0.12], [-4.39, 0.67, -0.75], [-4.15, 1.36, -1.37], [-5.05, 0.16, -1.22], [3.37, -0.05, 1.16], [3.02, -0.51, 1.93], [2.59, 0.10, 0.60], [-1.30, 4.68, -0.47], [-1.54, 4.03, 0.19], [-1.34, 5.52, 0.00], [4.66, 1.59, -1.80], [4.67, 0.63, -1.80], [4.08, 1.82, -1.06], [-2.77, -4.25, -1.44], [-3.27, -4.95, -1.00], [-2.04, -4.07, -0.83], [-0.86, 2.30, 1.01], [-0.29, 1.72, 1.53], [-0.52, 2.21, 0.11]]}


{"formula": "C43H47Br2ClF3IN2O23", "method": "wB97M-V/def2-TZVPD", "energy_ev": -264269.4743, "homo_energy_ev": -7.992, "species": ["N", "N", "C", "O", "C", "C", "I", "C", "C", "C", "C", "Cl", "C", "C", "C", "C", "C", "C", "C", "C", "C", "C", "C", "C", "F", "Br", "C", "F", "F", "Br", "C", "C", "O", "H", "H", "H", "H", "H", "H", "H", "H", "H", "H", "H", "H", "H", "H", "H", "H", "H", "H", "H", "C", "C", "O", "C", "O", "O", "H", "H", "H", "H", "C", "C", "O", "C", "O", "O", "H", "H", "H", "H", "C", "C", "O", "C", "O", "O", "H", "H", "H", "H", "C", "C", "O", "C", "O", "O", "H", "H", "H", "H", "C", "C", "O", "C", "O", "O", "H", "H", "H", "H", "C", "C", "O", "C", "O", "O", "H", "H", "H", "H", "C", "C", "O", "C", "O", "O", "H", "H", "H", "H"], "xyz": [[2.79, 7.06, 1.85], [1.70, 6.29, 2.30], [0.51, 6.71, 1.44], [0.20, 7.95, 1.16], [-0.16, 5.31, 0.98], [-1.49, 4.96, 0.16], [-2.76, 6.65, -0.44], [-1.87, 3.41, -0.20], [-3.22, 3.04, -1.08], [-2.68, 2.35, -2.48], [-2.85, 3.33, -3.78], [-3.74, 2.44, -5.18], [-0.91, 2.19, 0.32], [-1.26, 0.61, 0.01], [-2.70, 0.20, 0.65], [-3.71, -0.87, -0.01], [-5.11, -1.20, 0.76], [-5.49, -0.46, 2.15], [-4.46, 0.58, 2.79], [-3.06, 0.91, 2.07], [0.42, 2.54, 1.14], [1.50, 1.42, 1.68], [2.80, 1.27, 0.71], [2.52, 0.54, -0.71], [1.43, 1.16, -1.50], [4.18, 0.86, -1.82], [2.34, -1.08, -0.62], [1.46, -1.58, -1.71], [1.77, -1.57, 0.63], [4.11, -2.03, -0.89], [0.75, 4.07, 1.46], [1.95, 4.79, 2.27], [3.00, 4.33, 2.90], [2.70, 7.14, 0.82], [2.75, 8.00, 2.30], [-3.94, 2.35, -0.49], [-3.80, 3.99, -1.41], [-3.26, 1.34, -2.57], [-1.53, 2.16, -2.37], [-1.84, 3.72, -4.19], [-3.52, 4.27, -3.56], [-0.43, -0.10, 0.44], [-1.21, 0.44, -1.16], [-3.47, -1.40, -1.02], [-5.87, -1.98, 0.34], [-6.51, -0.76, 2.64], [-4.74, 1.10, 3.79], [-2.34, 1.65, 2.60], [1.90, 1.86, 2.70], [0.98, 0.43, 1.96], [3.72, 0.80, 1.26], [3.14, 2.37, 0.45], [-5.46, -4.95, -2.06], [-6.55, -5.38, -2.99], [-7.70, -5.36, -2.17], [-7.45, -4.49, -1.15], [-8.28, -4.10, -0.36], [-6.14, -4.12, -1.14], [-4.67, -4.40, -2.57], [-5.01, -5.79, -1.52], [-6.69, -4.69, -3.82], [-6.38, -6.39, -3.39], [-6.52, -4.16, 5.66], [-5.62, -4.01, 4.48], [-6.20, -2.94, 3.76], [-6.91, -2.20, 4.66], [-7.40, -1.12, 4.42], [-7.01, -2.84, 5.86], [-5.98, -4.51, 6.55], [-7.36, -4.83, 5.47], [-4.59, -3.74, 4.76], [-5.59, -4.92, 3.87], [3.96, 5.68, 6.32], [2.81, 6.56, 5.97], [1.91, 6.36, 7.06], [2.66, 5.96, 8.12], [2.25, 5.86, 9.25], [3.94, 5.67, 7.74], [4.91, 6.08, 5.96], [3.84, 4.66, 5.96], [3.08, 7.61, 5.92], [2.34, 6.26, 5.03], [-4.68, -2.48, -6.26], [-5.45, -2.29, -7.52], [-5.55, -3.60, -8.04], [-5.41, -4.46, -6.99], [-5.61, -5.65, -7.05], [-5.02, -3.79, -5.86], [-4.96, -1.75, -5.49], [-3.60, -2.42, -6.42], [-6.46, -1.90, -7.34], [-4.94, -1.63, -8.23], [8.25, -3.52, -3.80], [7.11, -2.63, -4.16], [6.21, -2.80, -3.08], [6.95, -3.21, -2.01], [6.52, -3.29, -0.88], [8.22, -3.52, -2.38], [9.21, -3.14, -4.16], [8.12, -4.55, -4.15], [7.40, -1.58, -4.22], [6.64, -2.92, -5.11], [13.00, -3.24, -6.37], [12.24, -2.09, -5.79], [10.89, -2.44, -6.04], [10.84, -3.80, -6.18], [9.82, -4.44, -6.23], [12.10, -4.32, -6.24], [13.93, -3.44, -5.83], [13.23, -3.09, -7.43], [12.38, -2.00, -4.71], [12.49, -1.14, -6.26], [-0.62, -0.25, 6.74], [-0.96, 1.11, 6.20], [-0.88, 0.92, 4.80], [-1.08, -0.41, 4.56], [-1.24, -0.89, 3.46], [-1.07, -1.12, 5.72], [-1.14, -0.45, 7.69], [0.45, -0.39, 6.89], [-1.97, 1.42, 6.46], [-0.25, 1.87, 6.53]]}


{"formula": "C19H42CeNO3P3", "method": "wB97M-V/def2-TZVPD", "relative_energy_kj_mol": 0.0, "energy_ev": -68787.9548, "spin_multiplicity": 2, "charge": 3, "s_squared": 0.75, "homo_energy_ev": [-13.734, -13.734], "species": ["Ce", "P", "P", "P", "H", "C", "C", "H", "C", "C", "C", "C", "C", "C", "C", "C", "C", "H", "H", "H", "H", "H", "H", "H", "H", "H", "H", "H", "H", "H", "H", "H", "H", "H", "H", "H", "H", "H", "H", "H", "H", "H", "H", "H", "H", "H", "C", "C", "C", "C", "C", "C", "O", "H", "H", "H", "H", "H", "H", "N", "C", "C", "O", "O", "H", "H", "H", "H", "H"], "xyz": [[0.00, -0.27, 0.41], [1.89, 1.56, -0.84], [-1.45, 2.20, 0.84], [1.15, -2.09, -1.52], [-2.23, 0.65, -1.43], [-1.83, -0.37, -1.31], [-2.17, -1.17, -0.21], [-2.82, -0.80, 0.60], [1.67, 2.34, -2.49], [2.25, 3.04, 0.19], [3.60, 0.90, -1.02], [-3.23, 1.98, 1.26], [-0.95, 3.23, 2.27], [-1.62, 3.52, -0.42], [0.12, -3.59, -1.78], [2.73, -2.84, -0.98], [1.54, -1.65, -3.25], [-1.37, -0.79, -2.22], [-1.96, -2.26, -0.19], [2.51, 3.01, -2.68], [0.73, 2.91, -2.50], [1.63, 1.57, -3.27], [3.14, 3.54, -0.20], [2.43, 2.72, 1.22], [1.40, 3.74, 0.18], [4.28, 1.73, -1.26], [3.64, 0.15, -1.82], [3.90, 0.44, -0.07], [-3.68, 2.97, 1.38], [-3.33, 1.41, 2.19], [-3.75, 1.44, 0.46], [-1.47, 4.20, 2.22], [0.14, 3.40, 2.25], [-1.21, 2.73, 3.20], [-2.35, 4.24, -0.03], [-2.00, 3.10, -1.37], [-0.66, 4.02, -0.62], [0.63, -4.26, -2.49], [-0.86, -3.32, -2.17], [-0.02, -4.12, -0.83], [3.06, -3.57, -1.73], [2.59, -3.35, -0.01], [3.50, -2.06, -0.86], [1.84, -2.57, -3.78], [2.36, -0.92, -3.31], [0.66, -1.23, -3.75], [1.90, 0.63, -7.05], [1.59, 1.30, -8.25], [0.48, 0.88, -8.98], [-0.30, -0.20, -8.54], [0.08, -0.91, -7.39], [1.20, -0.53, -6.67], [2.80, 1.11, -6.13], [3.21, 1.92, -6.49], [2.21, 2.14, -8.58], [0.21, 1.40, -9.90], [-1.18, -0.50, -9.09], [-0.50, -1.77, -7.05], [1.55, -1.07, -5.79], [-0.47, -1.52, 5.07], [0.84, -1.00, 4.59], [0.61, -0.76, 3.13], [1.50, -0.28, 2.36], [-0.56, -1.05, 2.70], [-1.11, -0.73, 5.25], [-0.40, -2.05, 5.94], [-0.89, -2.09, 4.31], [1.11, -0.09, 5.14], [1.61, -1.77, 4.72]]}


{"formula": "C9H13NO3", "method": "wB97M-V/def2-TZVPD", "relative_energy_kj_mol": 179.7, "energy_ev": -17174.9023, "smiles": "Cc1c(O)c(=O)ccn1CCCO", "homo_energy_ev": -8.320, "species": ["C", "C", "C", "O", "C", "O", "C", "C", "N", "C", "C", "C", "O", "H", "H", "H", "H", "H", "H", "H", "H", "H", "H", "H", "H", "H"], "xyz": [[2.42, -0.44, 0.55], [1.10, 0.27, 0.94], [1.08, 1.46, 1.51], [2.27, 2.04, 1.86], [-0.14, 2.09, 2.16], [-0.09, 3.16, 2.75], [-1.30, 1.18, 2.04], [-1.31, 0.16, 1.13], [-0.16, -0.35, 0.58], [-0.20, -1.52, -0.37], [-0.30, -1.13, -1.89], [-1.73, -0.75, -2.20], [-2.02, -0.46, -3.54], [3.28, 0.27, 0.68], [2.55, -1.34, 1.10], [2.44, -0.89, -0.48], [1.97, 2.88, 2.31], [-2.26, 1.43, 2.44], [-2.22, -0.38, 0.71], [-0.97, -2.19, 0.05], [0.84, -1.99, -0.27], [0.04, -1.94, -2.69], [0.43, -0.20, -1.93], [-2.44, -1.58, -2.00], [-2.03, 0.14, -1.61], [-1.24, 0.06, -3.83]]}